[1]
The following is a quantum chemistry calculation of a cluster of 2 separate species, C15H24FIN5O8PS3 in total, from the Open Molecules 2025 dataset.

```
58
C15H24FIN5O8PS3, DFT ωB97M-V/def2-TZVPD
C 4.25424 3.45538 1.58699
O 4.36220 2.00224 1.53396
C 3.45025 1.37637 2.46511
C 2.19372 0.67175 1.69919
C 1.21251 0.16003 2.88384
S -0.57495 0.03485 2.36240
O -0.84824 -1.23363 1.57770
O -1.47425 0.02999 3.59777
N 2.70535 -0.40917 0.83525
C 1.72001 -0.76136 -0.23120
N 1.56909 -2.09039 -0.53296
C 2.33227 -3.20707 0.08140
C 1.57898 -3.54228 1.48046
F 2.30026 -4.50235 2.28572
N 0.95486 0.35305 -0.82937
C 0.78823 0.22002 -2.30982
C -0.79125 0.26882 -2.72137
C -1.76736 -0.16413 -1.52309
S -3.58765 -0.08985 -1.92799
C -4.28306 1.07591 -0.67110
S -4.45844 2.69878 -1.11760
N -4.66877 0.71545 0.70261
C -5.58544 1.54143 1.45679
C -5.61791 0.78072 2.81027
N -4.76243 -0.40323 2.72948
C -4.16361 -0.44845 1.43110
C 1.60592 1.62243 -0.42673
I 0.55955 3.41681 -1.21602
O 1.47916 1.72887 1.01114
H 4.81937 3.79452 2.52771
H 3.17898 3.83117 1.53136
H 4.82788 3.87178 0.67581
H 3.99664 0.51525 3.00779
H 3.01504 2.14882 3.19123
H 1.22689 0.97863 3.70231
H 1.59154 -0.79058 3.39244
H -0.99751 1.10504 1.58256
H 3.62747 -0.19176 0.43709
H 0.87398 -2.35933 -1.25118
H 3.41804 -2.87851 0.23186
H 2.30557 -4.17296 -0.53826
H 1.55435 -2.54926 2.06853
H 0.48762 -3.83044 1.29945
H 1.17257 -0.78721 -2.72796
H 1.38544 1.02262 -2.89522
H -0.91216 -0.49860 -3.58097
H -1.08357 1.30266 -3.11361
H -1.51695 -1.25252 -1.25077
H -1.61227 0.46236 -0.56625
H -6.14424 2.48764 1.17580
H -6.21329 1.12387 3.71316
H -3.43106 -1.24369 1.08082
H 2.70206 1.71338 -0.79549
O -0.68335 -2.92318 -6.45617
P -1.75217 -1.82057 -6.38492
O -2.60871 -2.02782 -5.12905
O -2.63894 -1.88939 -7.63747
O -1.07245 -0.44291 -6.31451
```

Properties
Net charge: -2
Orbital gap: 1.98 eV
HOMO level: 0.8 eV
Energy above the lowest of the compared OMol25 structures with the same formula, charge and spin: 5.226 eV
Multiplicity: 1


[2]
The following is a quantum chemistry calculation of an isolated molecule of C15H24N4O, from the Open Molecules 2025 dataset.

```
44
C15H24N4O, DFT ωB97M-V/def2-TZVPD
C -2.46147 -0.24398 -5.70614
C -1.35532 0.45612 -5.01204
C -0.89960 1.66390 -5.54440
C -0.05877 2.44583 -4.70042
O 0.37535 3.55331 -4.99255
N 0.42662 1.89952 -3.55004
C -0.13075 0.73420 -3.09329
N 0.19785 0.25821 -1.82695
N 1.08629 0.88867 -0.98164
C 1.41914 0.33474 0.13686
C 0.87661 -0.93980 0.75924
C 0.46017 -0.60841 2.19344
C 1.54612 0.04790 3.05235
C 1.12047 0.39594 4.53857
C 0.73403 -0.89044 5.30804
C 2.34825 1.06038 5.27191
C -0.10040 1.35204 4.57486
C 2.05503 1.29257 2.32827
C 2.53398 1.02870 0.88911
N -0.89717 -0.02407 -3.78646
H -3.20378 -0.64608 -4.97021
H -2.96771 0.48314 -6.36557
H -2.08077 -1.06753 -6.28418
H -1.21601 2.08693 -6.48113
H 0.89801 2.51172 -2.89704
H -0.11862 -0.67919 -1.69196
H 1.60748 -1.73506 0.68604
H -0.00008 -1.30411 0.24234
H -0.43499 0.03930 2.17106
H 0.12721 -1.52762 2.71490
H 2.32260 -0.65122 3.09759
H 0.59905 -0.65304 6.36425
H 1.54770 -1.61439 5.19010
H -0.18059 -1.29770 4.94020
H 2.29350 0.95354 6.36729
H 2.40932 2.13470 5.05991
H 3.27787 0.56434 4.98028
H -0.95851 0.89347 4.08732
H -0.42193 1.54826 5.61686
H 0.06144 2.30395 4.06759
H 1.32382 2.09021 2.29154
H 2.91227 1.70979 2.86767
H 2.77412 2.00910 0.40050
H 3.43596 0.42592 0.96973
```

Properties
Orbital gap: 8.68 eV
HOMO level: -8.2 eV
Energy above the lowest of the compared OMol25 structures with the same formula, charge and spin: 0.000 eV
Multiplicity: 1


[3]
The following is a quantum chemistry calculation of an isolated molecule of C15H24N4O3S, from the Open Molecules 2025 dataset.

```
47
C15H24N4O3S, DFT ωB97M-V/def2-TZVPD
C -1.19986 3.56445 -1.45922
C -0.18783 2.79294 -2.29760
C -0.84943 2.11991 -3.49843
C 0.15288 1.33123 -4.35115
C 0.71226 0.19400 -3.51774
O 0.06396 -0.77608 -3.20555
N 1.98868 0.35885 -3.07903
S 2.71304 -0.71588 -1.94588
O 2.91626 -1.98648 -2.55968
O 3.86103 0.02742 -1.51339
C 1.48683 -0.77555 -0.66937
C 0.65439 -1.87239 -0.55809
C -0.33772 -1.86370 0.39968
C -0.49875 -0.75566 1.24112
N -1.54612 -0.81110 2.13596
N -1.54642 0.07690 3.05886
N -2.56181 0.09428 3.86151
C -2.47454 1.03931 4.95273
C -1.44151 0.61855 5.99650
C -3.69283 -0.80631 3.74907
C -3.63033 -1.94801 4.75908
C 0.35832 0.34687 1.10473
C 1.35303 0.33039 0.15083
H -0.70930 4.04476 -0.61610
H -1.96232 2.89112 -1.07456
H -1.68784 4.33197 -2.05630
H 0.28469 2.03140 -1.67311
H 0.59099 3.47652 -2.64598
H -1.61907 1.43088 -3.14579
H -1.33011 2.87724 -4.12199
H 0.94925 1.98437 -4.70907
H -0.36773 0.89829 -5.20629
H 2.51803 1.18605 -3.29864
H 0.79372 -2.69940 -1.23407
H -1.00716 -2.70127 0.51600
H -3.46316 1.12760 5.40601
H -2.18735 2.01180 4.54095
H -0.47023 0.50505 5.52259
H -1.36873 1.37708 6.77100
H -1.71491 -0.32645 6.45780
H -4.61180 -0.22813 3.88145
H -3.65608 -1.20831 2.73341
H -2.69163 -2.48615 4.65440
H -3.71346 -1.57511 5.77730
H -4.44816 -2.64047 4.57893
H 0.21943 1.19866 1.75295
H 2.04118 1.15394 0.03352
```

Properties
Orbital gap: 8.37 eV
HOMO level: -8.3 eV
Energy above the lowest of the compared OMol25 structures with the same formula, charge and spin: 3.800 eV
Multiplicity: 1


[4]
The following is a quantum chemistry calculation of a structure of composition C15H24N4ORhS4, from the Open Molecules 2025 dataset.

```
49
C15H24N4ORhS4, DFT ωB97M-V/def2-TZVPD
Rh 0.46065 0.01557 -0.15643
C 2.80446 1.92689 -0.98349
C 3.08077 0.79107 -1.95141
S 1.78477 -0.51396 -1.89653
C 2.75821 -1.97753 -1.35390
C 2.01124 -2.74846 -0.29261
S 1.33302 -1.69989 1.01715
C 2.74219 -0.96154 1.90438
C 3.40716 0.22486 1.22677
S 2.14462 1.38851 0.61613
H 2.01047 2.56947 -1.36058
H 3.69149 2.54267 -0.82860
H 4.03443 0.29205 -1.78903
H 3.08597 1.17550 -2.97194
H 3.73808 -1.63962 -1.02690
H 2.89921 -2.59689 -2.24129
H 2.63297 -3.52567 0.15479
H 1.12361 -3.23544 -0.70092
H 3.45054 -1.76991 2.09756
H 2.31508 -0.67751 2.86771
H 4.05667 -0.07375 0.40852
H 4.01782 0.76762 1.94966
C -2.80673 2.53688 -0.69885
S -1.12664 2.94488 -0.25364
O -0.24389 1.87066 -0.93728
C -1.12278 2.52021 1.46590
C -1.22595 3.51675 2.42093
C -1.23177 3.15125 3.76568
C -1.11925 1.82032 4.14055
C -1.00243 0.81968 3.17683
C -1.02144 1.18582 1.84508
H -3.11011 1.59204 -0.25310
H -2.83518 2.50546 -1.78734
H -3.43659 3.35447 -0.34529
H -1.29970 4.55913 2.13575
H -1.31851 3.91862 4.52304
H -1.12456 1.55575 5.18931
H -0.93976 -0.22077 3.46818
H -1.05128 0.43325 1.04642
N -3.80497 -2.13122 -3.29173
C -3.51798 -3.06878 -2.38968
N -4.22739 -4.18235 -2.34129
N -2.52067 -2.95495 -1.50172
C -1.75983 -1.98841 -1.23191
N -0.97437 -1.19982 -0.86647
H -4.54988 -2.24952 -3.96033
H -3.22462 -1.31710 -3.38555
H -4.97961 -4.37532 -2.98296
H -4.00752 -4.87100 -1.63955
```

Properties
Net charge: +3
Orbital gap: 7.12 eV
HOMO level: -18.0 eV
Energy above the lowest of the compared OMol25 structures with the same formula, charge and spin: 0.419 eV
Multiplicity: 1


[5]
The following is a quantum chemistry calculation of a cluster of 2 separate species, C15H25BClFO2P in total, from the Open Molecules 2025 dataset.

```
46
C15H25BClFO2P, DFT ωB97M-V/def2-TZVPD
C 1.03037 0.12527 -0.00213
C 1.60360 -0.13315 -1.39477
P 1.23336 1.07910 -2.73297
C 1.51015 2.79105 -2.09184
C 2.62989 2.92064 -1.06927
C -0.58801 1.04194 -2.98029
C -1.23049 -0.29807 -3.37984
O -2.46837 -0.30606 -2.74282
B -2.65661 0.88376 -1.92281
Cl -3.66555 2.20210 -2.90773
C -3.21697 0.61846 -0.41623
C -4.26642 1.60124 0.09093
C -3.72009 3.00453 0.27577
F -3.74731 3.37712 1.64383
O -1.27291 1.44165 -1.80798
H 1.43460 1.00105 0.48739
H -0.04951 0.15062 -0.02776
H 1.29183 -0.72649 0.63049
H 2.66914 -0.32236 -1.36320
H 1.16128 -1.06171 -1.74768
H 1.79406 3.37620 -2.95788
H 0.58364 3.21520 -1.71406
H 3.50484 2.32793 -1.32145
H 2.30356 2.69807 -0.06349
H 2.95374 3.95935 -1.04734
H -0.76530 1.82865 -3.72343
H -1.35531 -0.25957 -4.46451
H -0.65641 -1.18553 -3.11000
H -2.35433 0.65407 0.24364
H -3.62065 -0.39252 -0.36569
H -5.14719 1.60762 -0.54223
H -4.59601 1.28070 1.08066
H -4.33658 3.72369 -0.25642
H -2.69883 3.08063 -0.08564
C 2.72409 -4.03375 4.75241
C 3.35811 -3.11121 3.93185
C 2.86221 -2.85651 2.66102
C 1.72799 -3.51785 2.21160
C 1.09303 -4.43836 3.03346
C 1.59207 -4.69858 4.30223
H 3.11128 -4.23357 5.74363
H 4.23894 -2.58917 4.28343
H 3.35795 -2.13950 2.01920
H 1.33875 -3.31489 1.22240
H 0.20717 -4.95292 2.68418
H 1.09718 -5.41885 4.94135
```

Properties
Net charge: -1
Orbital gap: 7.49 eV
HOMO level: -4.9 eV
Multiplicity: 1


[6]
The following is a quantum chemistry calculation of a structure of composition C15H25BrGaO12S, from the Open Molecules 2025 dataset.

```
55
C15H25BrGaO12S, DFT ωB97M-V/def2-TZVPD
C -5.79878 -4.47376 -1.94980
C -6.20559 -5.12770 -0.62834
S -4.96175 -6.15014 0.20194
C -4.23991 -5.02610 1.42586
Ga -4.11519 -3.02188 1.19112
Br -5.64601 -2.12306 2.91835
H -6.12391 -3.43330 -2.01174
H -4.71675 -4.47497 -2.08768
H -6.23965 -5.01247 -2.79579
H -7.05338 -5.80214 -0.77535
H -6.52448 -4.37616 0.09676
H -3.20044 -5.35306 1.52903
H -4.74584 -5.22531 2.37416
H -4.66606 -2.42708 -0.17398
H -2.69230 -2.50295 1.61677
C -3.51659 1.63580 1.48310
C -3.01815 0.86439 2.69787
O -2.16889 -0.10934 2.09633
C -1.80883 0.29492 0.87053
O -1.06299 -0.29783 0.15399
O -2.44584 1.44803 0.54675
H -3.65319 2.70068 1.64890
H -4.42230 1.19347 1.06659
H -2.41871 1.49380 3.36033
H -3.79089 0.34437 3.25801
C 2.08123 -1.67415 -0.88210
C 2.11316 -0.26001 -0.33042
O 3.32976 -0.27964 0.44803
C 4.13942 -1.23195 -0.04966
O 5.29899 -1.31513 0.24289
O 3.48569 -2.02880 -0.90109
H 1.68465 -1.76065 -1.88788
H 1.56206 -2.35972 -0.21400
H 2.25176 0.51791 -1.07855
H 1.26170 -0.04000 0.30289
C 3.23116 3.55476 -2.36536
C 2.47515 4.81948 -2.74066
O 1.36115 4.30063 -3.47737
C 1.14991 3.01288 -3.10856
O 0.21439 2.35601 -3.42542
O 2.17333 2.58683 -2.33065
H 3.71206 3.59007 -1.39316
H 3.94987 3.25787 -3.13148
H 2.10207 5.34569 -1.86119
H 3.02656 5.50211 -3.38021
C 5.71871 2.73015 2.30995
C 5.64757 1.74227 1.15802
O 4.85747 2.47387 0.20135
C 4.95464 3.78523 0.46081
O 4.54538 4.65174 -0.25320
O 5.57851 3.99434 1.64047
H 6.65862 2.72567 2.85333
H 4.88371 2.61511 3.00235
H 6.62448 1.55208 0.71191
H 5.16322 0.79714 1.36524
```

Properties
Net charge: -1
Orbital gap: 6.64 eV
HOMO level: -4.7 eV
Energy above the lowest of the compared OMol25 structures with the same formula, charge and spin: 0.000 eV
Multiplicity: 1


multiplicity of number 4 (C15H24N4ORhS4)? 1


Number 6 is which compound? C15H25BrGaO12S


Copy entry 6 word for word.
The following is a quantum chemistry calculation of a structure of composition C15H25BrGaO12S, from the Open Molecules 2025 dataset.

```
55
C15H25BrGaO12S, DFT ωB97M-V/def2-TZVPD
C -5.79878 -4.47376 -1.94980
C -6.20559 -5.12770 -0.62834
S -4.96175 -6.15014 0.20194
C -4.23991 -5.02610 1.42586
Ga -4.11519 -3.02188 1.19112
Br -5.64601 -2.12306 2.91835
H -6.12391 -3.43330 -2.01174
H -4.71675 -4.47497 -2.08768
H -6.23965 -5.01247 -2.79579
H -7.05338 -5.80214 -0.77535
H -6.52448 -4.37616 0.09676
H -3.20044 -5.35306 1.52903
H -4.74584 -5.22531 2.37416
H -4.66606 -2.42708 -0.17398
H -2.69230 -2.50295 1.61677
C -3.51659 1.63580 1.48310
C -3.01815 0.86439 2.69787
O -2.16889 -0.10934 2.09633
C -1.80883 0.29492 0.87053
O -1.06299 -0.29783 0.15399
O -2.44584 1.44803 0.54675
H -3.65319 2.70068 1.64890
H -4.42230 1.19347 1.06659
H -2.41871 1.49380 3.36033
H -3.79089 0.34437 3.25801
C 2.08123 -1.67415 -0.88210
C 2.11316 -0.26001 -0.33042
O 3.32976 -0.27964 0.44803
C 4.13942 -1.23195 -0.04966
O 5.29899 -1.31513 0.24289
O 3.48569 -2.02880 -0.90109
H 1.68465 -1.76065 -1.88788
H 1.56206 -2.35972 -0.21400
H 2.25176 0.51791 -1.07855
H 1.26170 -0.04000 0.30289
C 3.23116 3.55476 -2.36536
C 2.47515 4.81948 -2.74066
O 1.36115 4.30063 -3.47737
C 1.14991 3.01288 -3.10856
O 0.21439 2.35601 -3.42542
O 2.17333 2.58683 -2.33065
H 3.71206 3.59007 -1.39316
H 3.94987 3.25787 -3.13148
H 2.10207 5.34569 -1.86119
H 3.02656 5.50211 -3.38021
C 5.71871 2.73015 2.30995
C 5.64757 1.74227 1.15802
O 4.85747 2.47387 0.20135
C 4.95464 3.78523 0.46081
O 4.54538 4.65174 -0.25320
O 5.57851 3.99434 1.64047
H 6.65862 2.72567 2.85333
H 4.88371 2.61511 3.00235
H 6.62448 1.55208 0.71191
H 5.16322 0.79714 1.36524
```

Properties
Net charge: -1
Orbital gap: 6.64 eV
HOMO level: -4.7 eV
Energy above the lowest of the compared OMol25 structures with the same formula, charge and spin: 0.000 eV
Multiplicity: 1


Which formula does entry 2 have? C15H24N4O